Entry 1:
Entry from OMol25: C29H40BrNOPdSb2Si as an isolated structure in a non-equilibrium geometry (the ωB97M-V functional and the def2-TZVPD basis).

Results
total energy: -4730.34370 hartree
charge: +2
HOMO: -0.498 Eh
Kohn-Sham gap: 6.1 eV
relative energy (zero: lowest compared OMol25 entry of this formula, charge and spin): 219.3 kJ/mol

Structure (XYZ):
```
76
Properties=species:S:1:pos:R:3:forces:R:3:lowdin_charge:R:1
Pd -0.483 -0.150 -0.431 -0.529 -0.127 -0.154 0.31
O 1.824 -4.596 -4.057 0.023 0.006 -0.013 0.14
C 1.256 -3.654 -3.315 0.018 0.040 0.251 -0.27
C 0.472 -3.910 -2.179 0.412 -0.123 0.082 0.03
C -0.075 -2.859 -1.475 -1.718 -0.386 -2.096 -0.20
N -0.020 -1.585 -1.950 0.640 0.413 0.305 -0.11
C 0.804 -1.345 -2.963 -0.035 -0.026 0.133 -0.69
Br 1.118 0.447 -3.455 -0.020 -0.061 0.027 0.87
C 1.453 -2.330 -3.684 0.050 -0.037 -0.087 0.00
H 1.640 -5.488 -3.734 -0.020 0.007 0.002 0.14
H 0.318 -4.920 -1.828 -0.096 -0.024 -0.096 0.11
H -0.964 -3.080 -0.891 0.490 0.116 0.694 0.14
H 2.085 -2.081 -4.524 -0.008 -0.022 -0.013 0.13
C -0.328 3.053 2.004 0.052 -0.025 -0.060 -0.25
Sb -1.279 1.219 1.567 -0.100 -0.111 0.134 1.39
C -1.184 0.169 3.414 0.000 -0.054 -0.036 -0.26
C -3.366 1.687 1.602 -0.017 0.044 0.024 -0.29
C -3.709 2.971 0.905 0.021 0.009 0.048 -0.30
C -3.646 4.163 1.625 -0.017 0.008 0.021 -0.05
C -3.961 5.377 1.038 -0.003 -0.012 -0.010 -0.05
C -4.355 5.411 -0.292 0.005 0.000 0.007 -0.05
C -4.425 4.231 -1.014 0.030 0.009 -0.024 -0.04
C -4.101 3.005 -0.436 -0.021 0.051 -0.065 -0.31
C -4.178 1.766 -1.277 0.003 -0.151 0.040 -0.28
Sb -2.221 1.133 -1.904 0.233 0.287 -0.015 1.35
C -1.446 3.049 -2.359 0.043 0.048 0.012 -0.27
C -2.605 0.359 -3.838 -0.068 -0.132 0.044 -0.28
H -0.619 3.353 3.010 -0.002 0.005 -0.004 0.03
H -0.643 3.813 1.292 -0.002 -0.008 -0.007 0.02
H 0.752 2.922 1.953 0.002 0.001 -0.012 0.01
H -1.882 0.657 4.093 -0.020 0.002 -0.021 0.03
H -0.192 0.204 3.853 0.023 0.012 0.010 0.01
H -1.483 -0.867 3.269 0.008 0.005 -0.004 0.02
H -3.609 1.755 2.663 0.006 -0.005 0.001 0.07
H -3.893 0.822 1.202 -0.009 0.004 -0.006 0.06
H -3.371 4.134 2.673 0.002 0.000 -0.002 0.12
H -3.917 6.288 1.619 0.005 0.002 -0.001 0.12
H -4.618 6.349 -0.761 -0.004 0.000 0.001 0.12
H -4.749 4.259 -2.048 -0.010 0.000 0.002 0.12
H -4.693 1.975 -2.215 -0.002 -0.026 0.000 0.07
H -4.700 0.943 -0.791 0.028 -0.021 0.006 0.07
H -2.096 3.538 -3.083 -0.005 -0.021 -0.007 0.03
H -0.441 2.965 -2.765 -0.017 -0.008 0.005 -0.01
H -1.424 3.647 -1.450 -0.003 0.008 0.003 0.01
H -3.288 1.052 -4.327 -0.005 0.001 0.012 0.03
H -3.063 -0.626 -3.787 0.009 0.001 0.013 0.02
H -1.678 0.310 -4.402 0.037 -0.019 -0.010 -0.02
C 1.845 -0.551 1.745 0.175 0.217 -0.253 -0.15
C 2.918 0.316 1.120 -0.012 -0.040 -0.007 -0.23
C 2.670 1.144 0.030 -0.023 0.040 0.034 -0.08
C 3.670 1.957 -0.483 -0.038 -0.003 -0.002 -0.07
C 4.934 1.950 0.087 0.022 -0.017 0.037 -0.06
C 5.191 1.130 1.176 -0.009 0.026 -0.021 -0.05
C 4.189 0.317 1.687 -0.006 -0.014 0.001 -0.04
H 1.222 0.049 2.399 -0.086 0.037 0.029 0.06
H 2.324 -1.295 2.381 -0.025 -0.063 -0.037 0.09
H 1.684 1.163 -0.427 0.016 -0.023 -0.028 0.05
H 3.463 2.598 -1.331 -0.002 -0.003 -0.007 0.11
H 5.716 2.580 -0.316 0.002 0.000 0.000 0.11
H 6.173 1.121 1.630 0.001 -0.003 -0.001 0.12
H 4.399 -0.316 2.541 0.003 -0.018 -0.013 0.12
C 3.731 -3.549 1.282 -0.031 0.211 -0.006 -0.15
Si 1.921 -3.989 1.251 -0.191 -0.529 -0.206 0.52
C 1.654 -5.584 0.340 0.035 -0.076 0.005 -0.18
C 1.131 -4.117 2.928 -0.042 0.119 0.012 -0.16
C 1.080 -2.457 0.430 0.787 0.229 1.229 -0.01
C 0.944 -1.235 0.691 0.050 0.186 0.157 -0.26
H 4.316 -4.457 1.122 -0.014 -0.012 0.005 0.05
H 4.028 -3.131 2.245 -0.010 0.004 0.006 0.04
H 4.007 -2.831 0.508 0.010 -0.024 -0.019 0.05
H 2.067 -6.362 0.990 0.005 -0.001 -0.006 0.06
H 2.204 -5.647 -0.600 -0.038 0.041 -0.025 0.04
H 0.606 -5.843 0.184 -0.008 0.026 -0.010 0.04
H 1.516 -5.007 3.432 0.024 0.010 0.003 0.05
H 0.048 -4.227 2.846 0.003 -0.016 -0.001 0.05
H 1.340 -3.260 3.569 -0.004 0.014 -0.010 0.04
```
Positions in Å, forces in eV/Å.


Entry 2:
Entry from OMol25: a 5-piece molecular cluster, C5H20N2O5 overall in a non-equilibrium geometry (the ωB97M-V functional and the def2-TZVPD basis).

Results
total energy: -688.20781 hartree
structure (SMILES): CC(=O)N[C@H](C)CN.O.O.O.O
HOMO: -0.353 Eh
Kohn-Sham gap: 10.0 eV
relative energy (zero: lowest compared OMol25 entry of this formula, charge and spin): 143.3 kJ/mol

Structure (XYZ):
```
32
Properties=species:S:1:pos:R:3:forces:R:3:lowdin_charge:R:1
C -1.940 -0.140 -3.094 0.331 1.516 -1.226 0.00
C -1.303 -0.089 -1.743 0.551 -0.242 1.712 -0.52
O -1.021 -1.091 -1.103 0.086 -0.824 0.006 0.03
N -1.105 1.125 -1.141 -0.839 0.275 -1.830 0.06
C -0.695 1.411 0.244 -0.779 0.933 -1.635 -0.32
C -0.907 2.937 0.366 0.759 -1.100 3.139 -0.06
C 0.751 0.932 0.509 1.814 0.423 -0.556 -0.24
N 0.946 -0.037 1.581 0.110 0.278 -0.680 0.02
H -1.851 -1.019 -3.726 0.224 -0.473 0.808 0.09
H -2.985 0.088 -2.958 -0.518 -0.005 -0.021 0.08
H -1.539 0.663 -3.743 -0.191 -0.076 0.409 0.09
H -1.463 1.932 -1.654 0.288 -0.429 0.265 0.13
H -1.470 1.026 0.935 0.835 -0.617 -0.139 0.15
H -0.587 3.004 1.431 0.086 0.884 -0.497 0.09
H -0.283 3.578 -0.218 0.333 0.220 -0.592 0.07
H -1.939 3.256 0.442 -0.288 -0.137 -0.670 0.08
H 1.560 1.738 0.512 -1.547 0.014 1.054 0.14
H 1.237 0.495 -0.377 -1.157 -0.558 -0.187 0.10
H 0.482 0.248 2.431 -0.096 -0.173 0.028 0.08
H 0.575 -0.918 1.229 -0.037 -0.065 0.540 0.05
O 3.861 -0.092 2.306 -0.379 0.081 -0.420 -0.08
H 3.069 0.147 1.785 0.128 -0.021 0.421 -0.02
H 3.507 -0.847 2.786 0.177 -0.100 0.124 0.03
O 3.916 -0.858 -1.198 0.043 0.041 -0.201 -0.05
H 3.180 -1.022 -1.797 -0.020 0.014 0.173 0.03
H 3.534 -0.522 -0.381 0.018 -0.132 0.074 0.00
O -2.993 -1.596 2.127 -0.118 0.192 0.265 -0.06
H -2.869 -1.700 1.182 0.165 -0.175 -0.121 0.02
H -2.828 -2.455 2.530 0.058 0.040 -0.205 0.04
O 0.464 -3.163 0.517 0.037 0.156 0.331 -0.06
H 0.883 -4.022 0.397 -0.255 0.170 -0.239 0.04
H -0.187 -3.008 -0.178 0.182 -0.110 -0.130 0.01
```
Positions in Å, forces in eV/Å.


Entry 3:
Entry from OMol25: an isolated ion of composition C4H11N2 and charge +1 in a non-equilibrium geometry (the ωB97M-V functional and the def2-TZVPD basis).

Results
total energy: -268.17339 hartree
structure (SMILES): C[C@@H]1[C@H]([NH3+])N1C
charge: +1
HOMO: -0.511 Eh
Kohn-Sham gap: 10.2 eV
relative energy (zero: lowest compared OMol25 entry of this formula, charge and spin): 345.3 kJ/mol

Structure (XYZ):
```
17
Properties=species:S:1:pos:R:3:forces:R:3:lowdin_charge:R:1
C -1.101 -1.598 -0.183 -2.731 1.153 -0.363 -0.05
C -0.288 -0.573 0.527 1.501 -0.705 2.013 -0.24
C -0.172 0.873 0.207 0.510 1.225 1.880 -0.24
N -1.033 1.314 -1.015 1.030 0.555 -2.532 0.23
N 0.955 0.079 -0.082 -2.136 -1.909 -1.061 -0.10
C 2.126 0.108 0.775 0.013 3.750 0.272 -0.07
H -1.662 -1.306 -1.107 0.896 -0.248 0.486 0.09
H -1.886 -2.087 0.440 0.522 0.844 0.032 0.11
H -0.428 -2.355 -0.323 1.577 -2.190 -1.212 0.06
H -0.057 -1.093 1.561 -0.482 2.199 -1.544 0.19
H 0.015 1.748 0.963 -1.041 -1.567 -1.539 0.20
H -1.176 0.659 -1.838 0.497 -0.296 1.719 0.18
H -0.633 2.090 -1.604 0.060 -0.256 1.328 0.19
H -1.971 1.609 -0.782 -0.399 0.152 0.658 0.16
H 2.675 1.121 0.410 -0.989 -2.233 1.627 0.15
H 1.841 0.011 1.871 0.497 0.738 -1.117 0.11
H 2.791 -0.675 0.572 0.675 -1.212 -0.647 0.06
```
Positions in Å, forces in eV/Å.


Among the records above, which one has the lowest Kohn-Sham gap? C29H40BrNOPdSb2Si


Which value of Kohn-Sham gap does entry 2 give? 10.0 eV


Among the records above, which one has the lowest HOMO? C4H11N2


The highest total energy belongs to which entry? C4H11N2